No. 1
125
Properties=species:S:1:pos:R:3 method="wB97M-V/def2-TZVPD" homo_lumo_gap_ha=0.27308 total_energy_ha=-25160.076012 e_homo_ev=-11.67 lumo_energy_ev=-4.24 charge=+1
C -2.83 -3.17 1.68
C -2.60 -1.97 1.72
N -1.95 -0.77 2.09
C -2.71 0.13 2.82
C -4.19 -0.19 3.18
C -4.29 -1.33 4.29
N -5.56 -2.08 4.10
C -2.15 1.38 3.28
C -0.78 1.71 2.92
C -0.17 3.05 3.42
C -1.31 4.05 3.87
O -2.05 4.43 3.02
Br -1.51 4.60 5.74
C -0.01 0.75 2.11
C 1.45 1.11 1.70
O 1.78 0.81 0.37
C 0.87 1.38 -0.57
C 0.75 2.94 -0.55
C -0.77 3.29 -0.84
C -0.63 -0.50 1.73
C 0.13 -1.57 0.92
C -0.40 -1.77 -0.54
C 0.69 -2.33 -1.50
F 2.00 -2.10 -1.24
C 0.27 -3.04 -2.57
F -0.95 -2.79 -3.05
F 1.06 -3.99 -3.09
H -3.12 -4.20 1.46
H -4.75 -0.43 2.25
H -4.63 0.73 3.62
H -3.39 -1.98 4.22
H -4.37 -0.82 5.29
H -6.26 -1.44 3.71
H -5.37 -2.74 3.34
H -2.82 2.03 3.87
H 0.51 2.88 4.29
H 0.37 3.52 2.57
H 2.12 0.49 2.34
H 1.71 2.17 1.97
H -0.16 0.93 -0.54
H 1.27 1.11 -1.58
H 1.31 3.36 -1.42
H 1.13 3.43 0.37
H -0.86 4.23 -1.43
H -1.23 2.50 -1.49
H -1.34 3.34 0.12
H 1.23 -1.41 0.91
H -0.02 -2.53 1.47
H -1.21 -2.53 -0.51
H -0.87 -0.85 -0.97
C -1.06 7.72 -1.86
Cl 0.52 6.94 -1.74
Cl -0.92 9.24 -2.76
Cl -2.23 6.65 -2.63
H -1.41 7.95 -0.86
C -3.87 9.97 -0.04
Cl -2.19 10.06 0.50
Cl -4.07 10.81 -1.58
Cl -4.39 8.29 -0.17
H -4.49 10.47 0.70
C -4.79 3.95 -4.18
Cl -4.14 3.59 -2.57
Cl -6.17 2.91 -4.54
Cl -5.23 5.65 -4.31
H -4.01 3.75 -4.91
C -0.52 -6.56 1.18
Cl 0.15 -6.94 2.76
Cl -1.85 -7.64 0.77
Cl -1.06 -4.86 1.13
H 0.27 -6.69 0.44
C 4.23 1.91 -3.36
Cl 4.66 2.55 -1.77
Cl 2.47 1.89 -3.57
Cl 4.99 2.87 -4.63
H 4.59 0.90 -3.43
C 6.30 -1.50 -2.21
Cl 7.70 -1.27 -1.16
Cl 4.85 -0.83 -1.46
Cl 6.58 -0.78 -3.80
H 6.15 -2.57 -2.34
C 5.28 -0.23 3.79
Cl 5.11 -0.34 2.04
Cl 6.69 0.73 4.23
Cl 3.82 0.45 4.53
H 5.42 -1.24 4.18
C 3.42 6.04 -5.67
Cl 2.63 6.29 -4.11
Cl 2.57 6.94 -6.93
Cl 5.12 6.52 -5.59
H 3.38 4.98 -5.91
C 0.51 -10.96 4.02
Cl -0.28 -10.81 5.60
Cl -0.38 -10.04 2.80
Cl 2.19 -10.41 4.11
H 0.50 -12.00 3.73
C 4.46 8.88 -2.26
Cl 5.38 10.38 -2.33
Cl 5.25 7.71 -1.20
Cl 2.80 9.19 -1.73
H 4.42 8.46 -3.26
C -1.65 -14.50 4.45
Cl -0.23 -14.33 5.49
Cl -3.09 -13.85 5.23
Cl -1.38 -13.72 2.89
H -1.81 -15.56 4.27
C -5.32 -2.66 7.89
Cl -4.51 -1.09 7.89
Cl -4.45 -3.80 8.91
Cl -6.99 -2.50 8.42
H -5.32 -3.04 6.87
C 1.85 1.76 -7.81
Cl 2.71 3.31 -7.85
Cl 2.70 0.62 -6.78
Cl 0.18 1.99 -7.27
H 1.83 1.36 -8.82
C 2.46 9.68 -9.32
Cl 2.31 9.57 -11.08
Cl 3.92 10.57 -8.87
Cl 1.02 10.44 -8.62
H 2.54 8.68 -8.93
C 0.15 -17.25 1.20
Cl -0.61 -17.16 2.80
Cl -0.77 -16.32 0.02
Cl 1.82 -16.68 1.28
H 0.16 -18.29 0.89

No. 2
23
Properties=species:S:1:pos:R:3 method="wB97M-V/def2-TZVPD" homo_lumo_gap_ha=0.29966 total_energy_ha=-351.078416 e_homo_ev=-8.46 lumo_energy_ev=-0.31
C -1.89 0.83 -2.29
C -1.18 -0.14 -2.72
C -2.38 1.76 -1.25
C -2.54 2.17 -2.67
C 1.38 -1.76 1.78
C 1.07 -1.00 0.71
C 1.52 -1.11 3.13
C 0.83 -1.71 -0.59
C 1.35 0.52 0.58
H -3.28 1.59 -0.63
H -1.52 2.37 -0.82
H -2.03 3.02 -3.12
H -3.60 2.05 -3.03
H 1.54 -2.79 1.87
H 0.59 -0.53 3.24
H 2.43 -0.49 3.22
H 1.54 -1.94 3.99
H 1.71 -1.66 -1.28
H 0.08 -1.01 -1.13
H 0.41 -2.71 -0.57
H 0.81 0.74 -0.38
H 2.44 0.76 0.60
H 0.74 1.05 1.37

No. 3
89
Properties=species:S:1:pos:R:3 method="wB97M-V/def2-TZVPD" homo_lumo_gap_ha="0.30901 / 0.31029" total_energy_ha=-27326.051474 e_homo_ev="-8.09 / -8.13" lumo_energy_ev="0.32 / 0.32" spin_multiplicity=2
C 0.02 2.70 -3.21
C 1.23 1.79 -3.03
C 2.17 2.32 -1.96
O 3.20 1.44 -1.56
C 2.94 0.38 -0.68
C 3.60 -0.87 -1.28
S 3.24 -1.15 -3.03
C 2.22 -2.67 -3.02
C 2.82 -3.74 -3.92
C 1.49 0.15 -0.33
C 1.20 -0.80 0.84
C 1.12 -2.27 0.44
C -0.22 -0.44 1.28
N 2.06 -0.56 2.01
O 1.88 -1.40 2.97
C 3.47 -0.20 1.81
C 4.40 -1.42 1.81
C 3.89 0.62 3.04
C 3.69 0.72 0.61
H -0.35 2.52 -4.21
H 0.29 3.74 -3.18
H -0.80 2.48 -2.54
H 1.80 1.82 -3.95
H 0.96 0.76 -2.87
H 2.66 3.17 -2.39
H 1.61 2.72 -1.12
H 4.66 -0.69 -1.22
H 3.41 -1.76 -0.70
H 1.23 -2.38 -3.32
H 2.20 -3.03 -2.01
H 3.32 -3.29 -4.76
H 2.02 -4.39 -4.25
H 3.54 -4.30 -3.34
H 0.99 1.07 -0.08
H 0.95 -0.26 -1.16
H 2.07 -2.78 0.45
H 0.50 -2.77 1.17
H 0.62 -2.36 -0.51
H -0.91 -0.56 0.46
H -0.48 -1.04 2.12
H -0.24 0.60 1.58
H 4.53 -1.73 2.84
H 3.98 -2.27 1.29
H 5.35 -1.17 1.36
H 3.77 0.02 3.92
H 4.94 0.85 2.95
H 3.29 1.52 3.11
H 3.38 1.72 0.89
H 4.74 0.76 0.40
Br -3.13 1.61 1.89
C -4.14 1.25 3.52
C -3.33 0.54 4.58
Br -3.08 -1.35 4.20
H -5.02 0.69 3.22
H -4.44 2.23 3.89
H -3.86 0.57 5.53
H -2.34 0.97 4.70
Br -2.86 4.06 -1.63
C -4.75 4.49 -1.88
C -5.67 4.04 -0.77
Br -6.00 2.12 -0.78
H -5.02 4.04 -2.83
H -4.78 5.57 -1.96
H -6.65 4.50 -0.89
H -5.28 4.26 0.22
Br -6.21 -1.37 0.77
C -6.51 -3.17 1.46
C -5.22 -3.89 1.70
Br -4.41 -4.50 0.04
H -7.15 -3.67 0.75
H -7.05 -3.03 2.40
H -5.39 -4.79 2.29
H -4.48 -3.27 2.19
Br -3.05 4.37 5.24
C -4.53 5.30 6.09
C -5.07 4.52 7.26
Br -6.13 3.00 6.67
H -5.28 5.47 5.32
H -4.13 6.26 6.42
H -5.75 5.14 7.85
H -4.29 4.13 7.89
Br 6.56 -3.93 -5.34
C 5.67 -4.73 -6.86
C 5.97 -3.99 -8.14
Br 4.97 -2.32 -8.24
H 4.62 -4.76 -6.63
H 6.06 -5.75 -6.92
H 5.65 -4.57 -9.00
H 7.02 -3.73 -8.24

No. 4
125
Properties=species:S:1:pos:R:3 method="wB97M-V/def2-TZVPD" homo_lumo_gap_ha=0.32777 total_energy_ha=-2634.661790 e_homo_ev=-8.79 lumo_energy_ev=0.13 smiles="CCCCCCCCC[C@@H](C[C@H](O)CN)O[C@H](C)[C@@H](OC[C@@H](C)O)O[C@@H](I)CC(=O)F.COC[C@@H](C)N.COC[C@@H](C)N.COC[C@@H](C)N"
C 4.83 -1.04 0.50
C 5.13 -1.43 1.98
C 4.59 -2.83 2.40
C 5.15 -4.01 1.57
C 4.25 -4.48 0.38
C 2.74 -4.74 0.76
C 1.86 -3.87 -0.18
C 0.34 -3.84 0.27
C -0.50 -3.44 -0.97
C -2.06 -3.71 -0.89
C -2.41 -5.09 -0.22
C -3.05 -5.02 1.18
O -2.11 -4.92 2.26
C -3.89 -6.34 1.38
N -4.56 -6.39 2.70
O -2.85 -2.61 -0.44
C -2.33 -1.91 0.67
C -3.59 -1.40 1.48
C -1.56 -0.59 0.28
O -2.31 0.05 -0.71
C -1.73 -0.05 -2.00
C -0.45 0.85 -2.14
C 0.75 -0.01 -2.70
O -0.78 1.91 -3.04
O -1.52 0.34 1.38
C -0.66 -0.10 2.38
I 1.45 0.25 1.91
C -1.04 0.75 3.68
C -0.02 1.85 4.04
O 0.70 1.78 4.92
F 0.01 3.01 3.31
H 4.94 0.06 0.41
H 5.58 -1.55 -0.13
H 3.82 -1.32 0.15
H 6.23 -1.45 2.11
H 4.72 -0.69 2.69
H 3.48 -2.77 2.43
H 4.92 -2.99 3.45
H 5.42 -4.91 2.17
H 6.11 -3.66 1.12
H 4.68 -5.37 -0.13
H 4.28 -3.68 -0.38
H 2.55 -4.53 1.83
H 2.56 -5.82 0.60
H 1.97 -4.13 -1.25
H 2.25 -2.83 -0.07
H 0.31 -3.06 1.06
H 0.13 -4.84 0.67
H -0.16 -4.10 -1.80
H -0.28 -2.42 -1.33
H -2.34 -3.85 -1.96
H -1.55 -5.79 -0.22
H -3.17 -5.58 -0.87
H -3.80 -4.20 1.22
H -2.49 -4.27 2.87
H -4.65 -6.39 0.57
H -3.18 -7.18 1.27
H -3.86 -6.71 3.36
H -4.74 -5.42 2.98
H -1.78 -2.53 1.40
H -4.40 -2.16 1.46
H -3.29 -1.23 2.53
H -4.02 -0.48 1.04
H -0.50 -0.77 0.01
H -1.58 -1.09 -2.34
H -2.47 0.39 -2.70
H -0.18 1.25 -1.14
H 1.31 -0.37 -1.82
H 0.35 -0.84 -3.31
H 1.43 0.62 -3.30
H 0.01 2.47 -3.15
H -0.78 -1.15 2.66
H -1.97 1.30 3.44
H -1.22 0.10 4.55
C 0.02 8.97 2.14
O 0.27 7.69 2.69
C -0.78 7.18 3.49
C -1.92 6.51 2.70
C -2.86 7.51 2.03
N -1.40 5.59 1.69
H -0.57 9.60 2.81
H -0.48 8.88 1.17
H 0.98 9.46 1.96
H -0.31 6.42 4.13
H -1.16 7.96 4.17
H -2.51 5.94 3.42
H -2.43 7.95 1.14
H -3.78 7.00 1.72
H -3.14 8.31 2.72
H -0.86 4.87 2.16
H -0.72 6.09 1.14
C -5.02 9.49 -3.11
O -3.65 9.84 -3.10
C -3.34 11.05 -2.43
C -3.21 10.92 -0.90
C -4.56 10.81 -0.19
N -2.39 9.77 -0.52
H -5.66 10.37 -3.17
H -5.27 8.90 -2.23
H -5.20 8.87 -3.99
H -2.36 11.36 -2.82
H -4.05 11.83 -2.71
H -2.72 11.82 -0.54
H -5.01 9.83 -0.30
H -4.43 10.99 0.88
H -5.26 11.56 -0.57
H -1.46 9.89 -0.92
H -2.76 8.95 -1.01
C 4.70 -8.49 -5.55
O 3.59 -8.24 -4.71
C 3.80 -8.51 -3.33
C 4.50 -7.37 -2.57
C 6.00 -7.30 -2.83
N 3.90 -6.06 -2.86
H 5.29 -9.34 -5.20
H 5.33 -7.60 -5.62
H 4.33 -8.72 -6.55
H 2.80 -8.63 -2.90
H 4.32 -9.46 -3.20
H 4.37 -7.57 -1.50
H 6.23 -6.86 -3.80
H 6.48 -6.67 -2.08
H 6.46 -8.29 -2.78
H 2.92 -6.09 -2.60
H 3.87 -5.97 -3.88

No. 5
111
Properties=species:S:1:pos:R:3 method="wB97M-V/def2-TZVPD" homo_lumo_gap_ha=0.20042 total_energy_ha=-7457.006005 e_homo_ev=-1.73 lumo_energy_ev=3.72 charge=-2
Sn -0.55 1.01 -0.06
O 2.94 -0.73 -5.56
C 2.12 -0.11 -4.63
C 0.84 0.19 -4.92
C -0.03 0.72 -3.83
N 0.83 1.38 -2.86
C 2.13 1.07 -2.55
C 2.79 0.24 -3.38
C 2.40 1.75 -1.22
O 3.79 1.79 -0.80
O 1.70 1.14 -0.27
C -1.00 -0.35 -3.24
O -1.32 -1.28 -3.99
O -1.43 -0.09 -2.08
H 2.41 -0.90 -6.34
H 0.41 -0.01 -5.89
H 3.80 -0.10 -3.20
C -3.30 -3.92 -1.11
C -2.06 -3.72 -1.98
C -1.42 -5.03 -2.38
O -1.15 -2.84 -1.31
P 0.10 -2.87 -0.43
O 0.68 -1.54 -0.18
C -0.31 -3.74 1.16
P -1.14 -2.45 2.16
O -2.23 -1.79 1.45
O -1.55 -3.20 3.54
C -2.74 -3.91 3.87
C -3.97 -3.46 3.08
C -2.50 -5.41 3.73
O -0.05 -1.48 2.72
C 0.89 -1.76 3.77
C 0.60 -0.78 4.90
C 2.29 -1.57 3.21
O 1.09 -3.88 -1.21
C 2.53 -3.92 -1.19
C 2.98 -5.00 -0.21
C 3.21 -2.59 -0.89
H -4.11 -4.31 -1.72
H -3.58 -2.95 -0.69
H -3.10 -4.62 -0.29
H -2.33 -3.14 -2.87
H -1.05 -5.56 -1.50
H -0.59 -4.85 -3.06
H -2.15 -5.66 -2.89
H 0.60 -4.09 1.64
H -1.01 -4.56 1.00
H -2.90 -3.68 4.93
H -3.84 -3.71 2.03
H -4.10 -2.39 3.16
H -4.85 -3.97 3.48
H -2.37 -5.67 2.68
H -3.36 -5.95 4.13
H -1.61 -5.70 4.28
H 0.74 -2.79 4.11
H 0.47 0.19 4.44
H 1.44 -0.76 5.61
H -0.31 -1.06 5.43
H 2.32 -0.60 2.70
H 2.52 -2.35 2.48
H 3.02 -1.60 4.01
H 2.80 -4.23 -2.20
H 2.73 -4.71 0.81
H 4.06 -5.14 -0.29
H 2.48 -5.95 -0.44
H 3.06 -2.31 0.15
H 2.79 -1.79 -1.50
H 4.28 -2.68 -1.09
O -0.21 2.08 2.45
S -1.02 3.31 2.68
C -2.25 2.82 3.99
C -1.85 3.44 5.31
C -0.33 3.57 5.29
C -0.01 4.21 3.96
H -2.19 1.73 4.00
H -3.24 3.10 3.64
H -2.19 2.84 6.16
H -2.30 4.44 5.41
H 0.11 2.57 5.31
H 0.05 4.13 6.14
H 1.03 4.12 3.64
H -0.31 5.27 3.92
O -0.39 3.10 -0.93
C 0.53 3.54 -1.83
C 2.01 3.32 -1.39
C 3.09 4.00 -2.19
C 4.26 3.94 -1.58
C 4.08 3.10 -0.34
S 2.50 3.79 0.34
C 0.41 2.69 -3.15
C -0.82 2.10 -3.88
C -1.07 2.70 -5.21
C -0.05 3.41 -5.69
S 1.35 3.52 -4.65
C 0.25 5.00 -2.16
C -0.75 5.47 -2.96
C -0.75 6.87 -3.12
C 0.24 7.47 -2.40
S 1.18 6.32 -1.54
H 2.91 4.47 -3.15
H 5.22 4.27 -1.95
H 4.89 3.07 0.38
H -1.69 2.04 -3.23
H -2.00 2.53 -5.73
H 0.00 3.93 -6.63
H -1.46 4.81 -3.44
H -1.45 7.41 -3.74
H 0.50 8.52 -2.35
Se -3.22 1.93 0.77
C -4.88 2.27 1.47
N -5.92 2.48 1.95

No. 6
14
Properties=species:S:1:pos:R:3 method="wB97M-V/def2-TZVPD" homo_lumo_gap_ha="0.23028 / 0.23026" total_energy_ha=-469.295907 e_homo_ev="-6.28 / -6.28" lumo_energy_ev="-0.01 / -0.01"
H -2.45 2.11 4.03
O 2.90 -0.06 -1.71
C 1.97 -0.11 -0.73
C 0.79 -0.72 -0.92
C -0.30 -0.73 0.11
C -1.49 0.08 -0.33
O -2.29 0.57 0.43
Na -3.30 1.35 2.25
H 3.72 0.31 -1.37
H 2.22 0.38 0.21
H 0.58 -1.16 -1.90
H 0.05 -0.39 1.09
H -0.71 -1.75 0.27
H -1.68 0.12 -1.42

No. 7
8
Properties=species:S:1:pos:R:3 method="wB97M-V/def2-TZVPD" homo_lumo_gap_ha="0.31659 / 0.35805" total_energy_ha=-337.129943 e_homo_ev="-11.82 / -11.13" lumo_energy_ev="-3.20 / -1.39"
C 0.69 -1.22 0.11
C 0.09 -0.01 0.42
N 1.21 -2.22 -0.12
N -1.08 0.43 -0.26
O -1.61 1.43 0.18
O -1.47 -0.22 -1.21
H 0.30 0.48 1.36
H 1.87 1.32 -0.49